{
  "formula": "C43H127N9O16",
  "method": "ωB97M-V/def2-TZVPD",
  "elements": ["C", "C", "C", "O", "C", "N", "H", "H", "H", "H", "H", "H", "H", "H", "H", "H", "H", "C", "C", "C", "O", "C", "N", "H", "H", "H", "H", "H", "H", "H", "H", "H", "H", "H", "C", "C", "C", "O", "C", "N", "H", "H", "H", "H", "H", "H", "H", "H", "H", "H", "H", "C", "C", "C", "O", "C", "N", "H", "H", "H", "H", "H", "H", "H", "H", "H", "H", "H", "C", "C", "C", "O", "C", "N", "H", "H", "H", "H", "H", "H", "H", "H", "H", "H", "H", "C", "C", "C", "O", "C", "N", "H", "H", "H", "H", "H", "H", "H", "H", "H", "H", "H", "C", "C", "C", "O", "C", "N", "H", "H", "H", "H", "H", "H", "H", "H", "H", "H", "H", "C", "C", "C", "O", "C", "N", "H", "H", "H", "H", "H", "H", "H", "H", "H", "H", "H", "C", "C", "C", "O", "C", "N", "H", "H", "H", "H", "H", "H", "H", "H", "H", "H", "H", "C", "O", "H", "H", "H", "H", "C", "O", "H", "H", "H", "H", "C", "O", "H", "H", "H", "H", "C", "O", "H", "H", "H", "H", "C", "O", "H", "H", "H", "H", "C", "O", "H", "H", "H", "H", "C", "O", "H", "H", "H", "H"],
  "xyz": [[1.75860, -5.47518, -5.84340], [1.65905, -4.24248, -4.96740], [0.18025, -3.88694, -4.74961], [-0.48079, -4.79254, -3.91767], [-1.35465, -5.76835, -4.59731], [2.41450, -4.42816, -3.73698], [1.41854, -6.34429, -5.36152], [2.77071, -5.63296, -6.19880], [1.09780, -5.37459, -6.66868], [2.02273, -3.33209, -5.51280], [-0.30388, -3.68564, -5.73433], [0.09224, -2.86850, -4.16908], [-2.09403, -5.15744, -5.10646], [-1.74741, -6.41555, -3.77654], [-0.86070, -6.40549, -5.34332], [2.59031, -3.55065, -3.29460], [2.04487, -5.15879, -3.07475], [6.15520, -0.60327, -2.21694], [5.16401, -1.77889, -2.57481], [4.47002, -1.38756, -3.84202], [3.59101, -0.38050, -3.46597], [2.73163, -0.02304, -4.53846], [5.96922, -2.99544, -2.66037], [6.96202, -0.62759, -2.92757], [6.70786, -0.74089, -1.32656], [5.67908, 0.40024, -2.37027], [4.41735, -1.91662, -1.83640], [3.93047, -2.14705, -4.27101], [5.23562, -1.04491, -4.52678], [3.15294, 0.80377, -5.18045], [1.74276, 0.38466, -4.16315], [2.56366, -0.87638, -5.24492], [6.77150, -2.83843, -3.26422], [5.52140, -3.72885, -3.14012], [2.58207, -0.53166, 3.46393], [3.64558, 0.36691, 2.97134], [4.72400, -0.39092, 2.30043], [5.26963, -1.46574, 3.09942], [6.48290, -1.99450, 2.53974], [3.12955, 1.33901, 2.01652], [3.15083, -1.18593, 4.16575], [2.12027, -1.16486, 2.71376], [1.81864, 0.01141, 4.11419], [4.09516, 0.87615, 3.83813], [5.40953, 0.38780, 1.93146], [4.26932, -0.83923, 1.39728], [6.69651, -2.84396, 3.24616], [7.30716, -1.30275, 2.56411], [6.31448, -2.22045, 1.47832], [2.41235, 0.96229, 1.37723], [3.89547, 1.57725, 1.38123], [-1.32039, 0.68084, 7.81421], [-2.29897, 0.52697, 6.68508], [-3.57836, -0.20904, 7.06336], [-4.51022, -0.30099, 6.06349], [-4.20127, -0.94113, 4.83755], [-2.71635, 1.81794, 6.11010], [-0.96686, -0.21248, 8.30388], [-1.66152, 1.33084, 8.62137], [-0.36962, 1.13319, 7.38930], [-1.84536, -0.04496, 5.88715], [-4.06904, 0.34226, 7.84553], [-3.42442, -1.27458, 7.44181], [-3.49962, -0.33265, 4.15886], [-5.10142, -1.30908, 4.34580], [-3.62406, -1.83607, 5.03288], [-2.82663, 2.60297, 6.66264], [-3.65977, 1.64589, 5.68951], [4.18115, 4.13308, -0.16763], [4.21248, 3.35913, -1.49767], [3.26750, 3.99402, -2.50587], [1.89817, 3.93205, -2.19026], [1.16805, 4.41977, -3.23129], [5.50658, 3.49755, -2.18419], [4.85637, 3.61187, 0.56197], [3.22889, 4.20200, 0.28264], [4.57846, 5.14621, -0.31852], [3.94168, 2.36956, -1.45756], [3.38690, 3.37342, -3.41417], [3.56396, 4.99223, -2.76298], [1.18969, 3.72497, -4.07495], [1.69043, 5.34145, -3.50001], [0.16527, 4.65164, -2.86372], [5.88946, 4.43557, -2.11867], [6.17501, 2.84303, -1.72823], [0.54690, -7.23913, -0.92180], [-0.73616, -6.65479, -0.39546], [-0.74580, -5.17173, -0.65182], [0.29890, -4.59168, 0.20601], [-0.21464, -4.35613, 1.51198], [-1.81568, -7.32137, -1.25364], [0.75854, -8.28878, -0.67627], [1.40412, -6.65692, -0.63943], [0.49669, -7.12623, -2.01812], [-0.90875, -6.90443, 0.66326], [-1.62107, -4.63485, -0.27346], [-0.64393, -4.92806, -1.73025], [-0.50929, -5.27683, 2.05247], [-1.00200, -3.68747, 1.49133], [0.62703, -3.89113, 2.11219], [-2.76784, -7.18411, -0.99685], [-1.60994, -8.29551, -1.14962], [0.99212, 6.12673, 4.86364], [0.00052, 6.39737, 3.74669], [-1.18241, 5.37465, 3.87185], [-2.09933, 5.55545, 2.83499], [-3.36782, 4.96587, 3.05759], [-0.50043, 7.72741, 3.86148], [0.45106, 6.07123, 5.81643], [1.63485, 7.00960, 5.02967], [1.66291, 5.27457, 4.61180], [0.51241, 6.27156, 2.76017], [-1.66830, 5.50812, 4.87705], [-0.76953, 4.35714, 3.89557], [-3.16502, 4.04554, 3.60340], [-3.86360, 4.91378, 2.12281], [-3.92371, 5.67898, 3.66147], [-1.38800, 7.86908, 3.41660], [-0.38767, 8.26264, 4.73457], [-0.83200, -0.10352, -6.77721], [-1.76701, 0.75081, -5.96113], [-2.28821, 0.02339, -4.67162], [-2.73865, -1.28443, -4.95839], [-3.42588, -1.88004, -3.94196], [-1.20511, 1.98689, -5.50302], [-1.37562, -0.89325, -7.29575], [-0.02112, -0.51681, -6.17348], [-0.48571, 0.52805, -7.57678], [-2.69486, 0.98118, -6.48960], [-3.06052, 0.56104, -4.18911], [-1.46693, 0.01218, -3.94332], [-2.90301, -1.85025, -2.98092], [-3.74320, -2.91515, -4.15551], [-4.29175, -1.27228, -3.80039], [-1.73786, 2.48265, -4.77653], [-1.11488, 2.69214, -6.22499], [0.59287, -0.87720, -1.25813], [0.45182, 0.60512, -0.86874], [0.01370, 0.78337, 0.59515], [-1.37165, 0.58315, 0.75452], [-1.83452, 0.41328, 2.07473], [1.83119, 1.29010, -0.96541], [-0.15751, -1.57441, -0.83775], [1.53035, -1.15714, -0.85793], [0.68778, -0.93578, -2.32710], [-0.28856, 1.15550, -1.45410], [0.44144, 1.74118, 1.02173], [0.54947, -0.01627, 1.13658], [-1.39124, 1.18399, 2.77569], [-1.37498, -0.49050, 2.53228], [-2.89923, 0.44462, 2.00022], [1.73653, 2.26973, -1.00165], [2.25942, 0.94012, -1.79006], [-6.00151, -2.28596, -0.08371], [-5.32795, -1.25946, 0.58542], [-7.06500, -2.28158, 0.31659], [-5.98168, -2.23642, -1.23124], [-5.60289, -3.24947, 0.24954], [-4.80254, -0.71621, -0.02455], [1.24856, 2.70178, 4.72956], [1.28190, 3.24624, 3.38295], [0.33806, 2.04505, 4.75761], [2.14975, 2.01999, 4.75439], [1.25735, 3.44901, 5.44588], [1.95877, 2.76117, 2.85842], [-3.76349, 1.82688, -1.01931], [-3.42483, 0.44124, -1.24723], [-4.62167, 2.03363, -1.67368], [-3.89751, 2.13730, -0.01062], [-2.96878, 2.46115, -1.39358], [-2.60690, 0.34475, -0.76798], [-7.68154, 1.43756, -0.55559], [-8.32599, 1.22489, -1.81196], [-8.11933, 0.74583, 0.20244], [-6.62555, 1.13727, -0.53895], [-7.81051, 2.50045, -0.21545], [-7.65699, 0.93563, -2.46587], [-5.81329, 2.13990, 3.74873], [-5.99375, 2.61112, 5.09192], [-4.86740, 1.65931, 3.64104], [-6.61638, 1.53458, 3.44921], [-5.74796, 2.92285, 3.04216], [-5.98781, 1.78270, 5.60046], [-0.87410, 3.81186, 0.30624], [-1.40163, 5.09754, -0.15754], [-0.42171, 3.37442, -0.57779], [-0.10704, 3.99462, 1.09752], [-1.70620, 3.13341, 0.63933], [-1.74787, 5.56971, 0.64904], [3.74464, -4.41014, 0.26838], [3.00526, -3.24735, -0.04937], [3.79246, -4.49134, 1.38845], [3.39410, -5.33226, -0.19416], [4.70697, -4.20530, -0.19680], [2.04889, -3.43625, 0.02636]],
  "lowdin_charge": [-0.0618, -0.4338, -0.2383, -0.2383, -0.0483, 0.0612, 0.0536, 0.0805, 0.0660, 0.1340, 0.1280, 0.1431, 0.0760, 0.0771, 0.0746, 0.0409, 0.0979, -0.0293, -0.3949, -0.2424, -0.1950, -0.1015, 0.0550, 0.0625, 0.0502, 0.0793, 0.1050, 0.0713, 0.1352, 0.0998, 0.0883, 0.0806, 0.0704, 0.0437, -0.0591, -0.4807, -0.2172, -0.1906, -0.0909, 0.0660, 0.0941, 0.0728, 0.0859, 0.1458, 0.1292, 0.1332, 0.1070, 0.0696, 0.0812, 0.0490, 0.0621, -0.0619, -0.4396, -0.2352, -0.2161, -0.0862, 0.0735, 0.0703, 0.0802, 0.0924, 0.1169, 0.1263, 0.1492, 0.0866, 0.0959, 0.0805, 0.0434, 0.0567, -0.0396, -0.4189, -0.2213, -0.2159, -0.1225, 0.0336, 0.0817, 0.0518, 0.0837, 0.0792, 0.1287, 0.1188, 0.0875, 0.0893, 0.0950, 0.0715, 0.0828, -0.0591, -0.3972, -0.1474, -0.2370, -0.0976, 0.0431, 0.0882, 0.0529, 0.0840, 0.1290, 0.1178, 0.1189, 0.0921, 0.0505, 0.1099, 0.0568, 0.0553, -0.0761, -0.4381, -0.2122, -0.2272, -0.0738, 0.0275, 0.0831, 0.0800, 0.0663, 0.1462, 0.1366, 0.1010, 0.0845, 0.0760, 0.0941, 0.0617, 0.0851, -0.0467, -0.4429, -0.1864, -0.1812, -0.1407, 0.0249, 0.0809, 0.0698, 0.0690, 0.1337, 0.0980, 0.1193, 0.0849, 0.0981, 0.0710, 0.0833, 0.0760, -0.0260, -0.3402, -0.2240, -0.2265, -0.0842, 0.0994, 0.0951, 0.0505, 0.0510, 0.1209, 0.1135, 0.1115, 0.1060, 0.0953, 0.0701, 0.0244, 0.0359, -0.1874, -0.1490, 0.0890, 0.1013, 0.0611, 0.0384, -0.1276, -0.1942, 0.0762, 0.0782, 0.0307, 0.0311, -0.1199, -0.1364, 0.0834, 0.0642, 0.0691, 0.0307, -0.1681, -0.1324, 0.0813, 0.0479, 0.0901, 0.0817, -0.1395, -0.1135, 0.0484, 0.0690, 0.0595, 0.0651, -0.1288, -0.1554, 0.0529, 0.0850, 0.0751, 0.0681, -0.1515, -0.1613, 0.0941, 0.0614, 0.0646, 0.0431],
  "e_lumo_ha": 0.01369,
  "largest_force_ev_per_a": 4.85,
  "homo_energy_ev": -8.35,
  "total_charge": 0,
  "spin_multiplicity": 1,
  "de_lowest_kcal_mol": 89.8
}